(1)
Entry from the OMol25 dataset: a 2-piece molecular cluster, FNOS overall in a non-equilibrium geometry (ωB97M-V with the def2-TZVPD basis set).

Cartesian coordinates (Å):
N  -0.12850  0.31396  -1.42976
O  0.53074  -0.65186  -1.60772
F  -0.45571  -0.50648  1.96013
S  0.05347  0.84438  1.07735

Values from the calculation:
- electronic energy (hartree) = -627.88289
- maximum force (hartree/bohr) = 0.1230
- HOMO level (alpha / beta) (eV) = -9.256 / -9.256
- LUMO energy (alpha / beta) (eV) = -2.074 / -2.074
- spin multiplicity = 1
- orbital gap (alpha / beta) (eV) = 7.18 / 7.18
- molecular weight (g mol⁻¹) = 81.07


(2)
Entry from the OMol25 dataset: a 2-piece molecular cluster, FNOS overall in a non-equilibrium geometry (ωB97M-V with the def2-TZVPD basis set).

Cartesian coordinates (Å):
N  1.45470  0.01219  -0.48105
O  2.07930  -0.12511  0.49934
F  -2.15603  -0.58577  -0.23602
S  -1.37797  0.69869  0.21773

Values from the calculation:
- electronic energy (hartree) = -627.84507
- maximum force (hartree/bohr) = 0.1185
- HOMO level (alpha / beta) (eV) = -8.433 / -7.613
- LUMO energy (alpha / beta) (eV) = -2.409 / -3.500
- spin multiplicity = 1
- orbital gap (alpha / beta) (eV) = 6.02 / 4.11
- molecular weight (g mol⁻¹) = 81.07


(3)
Entry from the OMol25 dataset: FeH12O6 as an isolated structure in a non-equilibrium geometry (ωB97M-V with the def2-TZVPD basis set).

Cartesian coordinates (Å):
Fe  0.06791  -0.19479  0.09193
O  0.05237  1.93495  0.68406
H  -0.25496  2.62435  0.09541
H  -0.18206  2.24433  1.55902
O  0.10570  -1.97912  -0.91258
H  0.64620  -2.15332  -1.68312
H  -0.42451  -2.76913  -0.80777
O  -0.80725  0.52159  -1.71040
H  -1.75751  0.49514  -1.82241
H  -0.47262  0.79767  -2.56365
O  -1.82394  -0.18726  0.85132
H  -2.26250  -0.69756  1.53212
H  -2.49823  0.40972  0.52700
O  0.88803  -0.92086  1.83752
H  0.48212  -0.86262  2.70244
H  1.74626  -1.31194  2.00104
O  1.87382  0.42845  -0.73910
H  1.83284  1.28113  -1.17210
H  2.78828  0.33929  -0.47071

Values from the calculation:
- electronic energy (hartree) = -1721.18925
- maximum force (hartree/bohr) = 0.0288
- HOMO level (alpha / beta) (eV) = -25.708 / -25.530
- LUMO energy (alpha / beta) (eV) = -11.549 / -16.715
- spin multiplicity = 6
- orbital gap (alpha / beta) (eV) = 14.16 / 8.81
- expectation value of S² = 8.7544
- molecular weight (g mol⁻¹) = 163.94
- total charge = +3


Record order is preserved below.
Energy relative to the best compared isomer or geometry (same formula, charge and spin): 144.14 243.45 48.11 kJ/mol